1.
{
  "formula": "C15H37BN4O4P",
  "method": "the ωB97M-V functional and the def2-TZVPD basis",
  "species": ["P", "O", "O", "O", "O", "N", "N", "N", "N", "C", "C", "C", "C", "C", "C", "C", "C", "C", "C", "C", "C", "C", "C", "C", "B", "H", "H", "H", "H", "H", "H", "H", "H", "H", "H", "H", "H", "H", "H", "H", "H", "H", "H", "H", "H", "H", "H", "H", "H", "H", "H", "H", "H", "H", "H", "H", "H", "H", "H", "H", "H", "H"],
  "coordinates": [[-3.33866, -0.03150, -1.20318], [-0.18645, 3.67470, -4.75448], [-0.65053, 1.21057, 0.09596], [-0.26878, 0.42721, 2.27431], [4.08217, -0.53307, 3.70795], [5.65777, -0.88177, 6.08987], [-1.73902, 2.07438, -2.95770], [-4.63441, -0.27294, 1.34203], [-2.56458, 0.30162, 1.47723], [-2.02898, -2.46941, -1.17369], [4.02534, -1.75512, 4.42761], [-3.38631, -1.84216, -1.65001], [-3.53617, 0.00690, 0.63198], [6.46666, -2.52980, 4.49279], [4.80864, -0.60059, 2.49208], [-4.80896, 0.74353, -2.03166], [-1.39903, 0.71932, -4.95460], [0.86133, 2.99346, -5.42671], [0.76164, -0.52405, 1.92092], [5.26161, -2.04683, 5.29396], [-1.99251, 2.01296, -4.40504], [-4.34080, -0.13955, 2.68813], [-1.49132, 3.27621, -5.12199], [-3.04514, 0.21471, 2.78352], [-1.12277, 0.65486, 1.22931], [-5.45287, -0.06301, -2.40286], [-1.24380, 1.08836, -0.67576], [5.86475, -0.38445, 2.66188], [-1.35912, -2.56838, -2.03281], [1.36576, -0.18777, 1.06988], [-1.42402, 0.70745, -6.04519], [-0.36872, 0.56639, -4.63397], [-3.55224, -1.99060, -2.72042], [7.20971, -2.96706, 5.15968], [-5.53949, -0.53165, 0.97727], [0.59346, 2.74884, -6.45784], [1.14320, 2.08726, -4.88552], [-2.45249, 0.38725, 3.67047], [-1.57576, 3.17977, -6.21117], [4.88621, -0.61805, 6.69717], [-5.34854, 1.45383, -1.39423], [1.72912, 3.65181, -5.44096], [3.80309, -2.59084, 3.75051], [6.95992, -1.71980, 3.95539], [-4.41603, 1.29753, -2.89170], [-2.14082, 4.10708, -4.83145], [5.74564, -0.09260, 5.45402], [-5.01811, -0.31157, 3.51596], [-2.24013, -3.44987, -0.73285], [0.33425, -1.51213, 1.69104], [4.69758, -1.57074, 1.99910], [4.98848, -2.85147, 5.98327], [6.17781, -3.29589, 3.76955], [1.41143, -0.61074, 2.79926], [-3.07540, 1.96214, -4.56089], [-1.56700, -1.86233, -0.38130], [-2.21601, 2.88976, -2.57736], [-4.17016, -2.30230, -1.03105], [-0.75152, 2.29559, -2.83676], [4.42027, 0.17171, 1.82643], [-1.97327, -0.14050, -4.60101], [3.16407, -1.65667, 5.09563]],
  "mulliken_charge": [0.351, -0.377, -0.538, -0.531, -0.370, -0.728, -0.327, 0.013, 0.571, -0.814, -0.670, -0.765, -0.097, -1.391, -0.741, -1.059, -1.426, -0.634, -0.619, 0.292, 0.332, -0.624, -0.870, -0.302, 0.687, 0.408, 0.163, 0.282, 0.306, 0.267, 0.408, 0.311, 0.538, 0.351, 0.235, 0.303, 0.215, 0.498, 0.471, 0.271, 0.404, 0.265, 0.424, 0.279, 0.117, 0.351, 0.323, 0.430, 0.348, 0.291, 0.330, 0.413, 0.346, 0.228, 0.279, 0.015, 0.256, 0.424, 0.273, 0.263, 0.208, 0.344],
  "gap_ev": 7.6,
  "e_homo_ev": -10.7623,
  "total_charge": 1,
  "de_lowest_ev": 0.340,
  "e_lumo_ha": -0.1168
}

2.
{
  "formula": "C22H23ClN2O6S",
  "method": "the ωB97M-V functional and the def2-TZVPD basis",
  "species": ["Cl", "S", "O", "O", "O", "O", "O", "O", "N", "N", "C", "C", "C", "C", "C", "C", "C", "C", "C", "C", "C", "C", "C", "C", "C", "C", "C", "C", "C", "C", "C", "C", "H", "H", "H", "H", "H", "H", "H", "H", "H", "H", "H", "H", "H", "H", "H", "H", "H", "H", "H", "H", "H", "H", "H"],
  "coordinates": [[-5.49028, 0.09664, 0.91525], [0.57055, 2.53273, 1.09892], [-2.95399, 2.81384, -0.65110], [0.88724, 3.76914, 1.75203], [1.23935, -3.17850, 1.90465], [-0.22478, 1.57887, 1.82680], [1.87865, -4.18768, -0.00039], [4.67333, -2.62049, -0.87100], [-0.13156, 2.91221, -0.38540], [3.27195, -1.73882, 0.70422], [-4.63991, -1.27468, 0.30149], [3.25081, -4.11598, 0.38659], [-3.37368, -1.55998, 0.77880], [-1.32249, -2.88001, 0.77044], [2.99276, 2.34644, -0.25967], [-3.25989, -3.45333, -0.70356], [-2.66165, -2.64987, 0.27053], [-2.22055, 1.61791, -0.50809], [4.07045, 1.58959, -0.71207], [2.16999, 0.36578, 0.85870], [3.24628, -0.38031, 0.38349], [-4.53267, -3.16672, -1.15782], [3.83863, -2.74593, -0.00778], [-2.34902, 3.86421, 0.07257], [-0.37457, -3.66005, 0.23099], [2.04924, 1.69786, 0.52836], [-5.23023, -2.07473, -0.66696], [2.84335, 3.78736, -0.61771], [-0.92736, 4.12507, -0.43012], [-0.78768, 1.78802, -1.02382], [4.20239, 0.24595, -0.41019], [0.96266, -3.65735, 0.82231], [5.03263, -0.32505, -0.79231], [-0.19929, 0.89353, -0.81541], [-2.98310, 4.74000, -0.07404], [-2.17985, 1.32681, 0.55003], [-2.30860, 3.60956, 1.14225], [3.78406, 4.19343, -0.98078], [-0.49944, -4.23356, -0.67259], [-0.79766, 1.97383, -2.10310], [1.40959, -0.08308, 1.47999], [3.76247, -4.90207, -0.16914], [-1.05107, -2.31947, 1.65770], [2.60334, -2.00908, 1.42430], [-2.92709, -0.93216, 1.53428], [2.08878, 3.89809, -1.39555], [-0.42696, 4.86213, 0.19665], [-6.22082, -1.84531, -1.02572], [4.82331, 2.06467, -1.32329], [-0.95338, 4.47188, -1.46854], [2.50755, 4.35292, 0.24731], [3.34523, -4.27554, 1.46637], [-4.99144, -3.79633, -1.90507], [-2.73222, -4.31006, -1.09122], [-2.75338, 0.85771, -1.08261]],
  "mulliken_charge": [-0.195, 1.428, -0.485, -0.780, -0.711, -0.692, -0.384, -0.621, 0.145, -0.149, 0.332, -0.670, -0.761, -0.163, 0.473, -0.674, 1.049, -0.248, -1.030, -0.360, 0.402, -0.529, 0.740, -0.458, -0.988, -0.113, -0.511, -1.614, -0.814, -0.815, -0.430, 0.814, 0.498, 0.328, 0.376, 0.272, 0.297, 0.474, 0.408, 0.408, 0.587, 0.313, 0.457, 0.318, 0.393, 0.250, 0.453, 0.443, 0.399, 0.335, 0.319, 0.355, 0.393, 0.340, 0.398],
  "gap_ev": 8.1,
  "smiles": "Cc1ccc(NC(=O)COC(=O)/C=C/c2cccc(Cl)c2)cc1S(=O)(=O)N1CCOCC1",
  "e_homo_ev": -8.7286,
  "total_charge": 0,
  "de_lowest_ev": 0.373,
  "e_lumo_ha": -0.0239
}

3.
{
  "formula": "C7H11OP",
  "method": "the ωB97M-V functional and the def2-TZVPD basis",
  "species": ["P", "O", "C", "C", "C", "C", "C", "C", "C", "H", "H", "H", "H", "H", "H", "H", "H", "H", "H", "H"],
  "coordinates": [[-0.40350, -0.25975, -0.51511], [0.46290, -0.55217, 0.84866], [2.33144, -1.31061, -0.58548], [1.94358, -0.37622, 0.62608], [-3.28698, 0.60774, -1.02044], [-3.66840, 1.00647, 0.22222], [2.20454, 1.10476, 0.38145], [-2.22773, -0.34277, -0.28615], [-2.70698, 0.16335, 0.86850], [-0.33375, -1.56459, -1.28566], [1.47493, 1.42318, 1.12701], [2.32626, -2.36818, -0.36411], [1.46164, -1.14975, -1.20901], [3.23823, 1.32874, 0.67545], [-3.69063, 0.85112, -1.96296], [-4.23083, 1.78460, 0.62015], [-2.56501, 0.00894, 1.91228], [2.28170, -0.74613, 1.57543], [2.10809, 1.43135, -0.66482], [3.28050, -1.04008, -0.96351]],
  "mulliken_charge": [0.169, -0.389, -0.937, 0.185, -0.705, -0.374, -1.204, 0.267, -0.603, -0.007, 0.400, 0.325, 0.132, 0.402, 0.435, 0.435, 0.476, 0.355, 0.257, 0.381],
  "gap_ev": [7.4, 7.3],
  "e_homo_ev": [-7.4722, -7.2596],
  "total_charge": 0,
  "de_lowest_ev": 4.967,
  "e_lumo_ha": [-0.0017, 0.0018]
}

4.
{
  "formula": "CH2N2P2",
  "method": "the ωB97M-V functional and the def2-TZVPD basis",
  "species": ["P", "P", "N", "N", "C", "H", "H"],
  "coordinates": [[-2.75664, 0.48896, 0.15979], [-0.65744, 1.10227, -0.44044], [-2.42478, -1.08938, 0.11884], [-1.25892, -1.54018, -0.36058], [-0.31583, -0.68859, -0.52710], [0.68144, -1.21279, -0.89432], [0.02211, 1.51530, 0.85308]],
  "mulliken_charge": [0.208, -0.188, -0.228, -0.290, 0.026, 0.350, 0.122],
  "gap_ev": 8.1,
  "smiles": "C1=[PH]=PN=N1",
  "e_homo_ev": -9.3991,
  "total_charge": 0,
  "de_lowest_ev": 2.537,
  "e_lumo_ha": -0.0495
}

5.
{
  "formula": "C4H16IO6",
  "method": "the ωB97M-V functional and the def2-TZVPD basis",
  "species": ["I", "O", "O", "O", "O", "O", "O", "C", "C", "C", "C", "H", "H", "H", "H", "H", "H", "H", "H", "H", "H", "H", "H", "H", "H", "H", "H"],
  "coordinates": [[-1.24282, -1.10777, -1.99152], [3.19839, 1.23223, -1.59145], [-0.63503, -0.74694, 2.78954], [2.02213, -1.46281, -4.01782], [1.53984, -0.29990, 0.32213], [-3.33727, 1.86092, -1.86017], [-2.87460, 0.20708, 1.23974], [1.97226, 0.99405, 0.46877], [-1.59047, -1.62225, 2.22156], [3.29465, 1.28992, -0.17983], [-2.89546, -0.91039, 2.11098], [0.17061, -0.80292, 2.24352], [1.20979, -1.13216, -3.58343], [-3.28174, -0.60992, 3.08753], [2.73759, -1.03016, -3.53713], [1.06093, -0.46272, -0.52740], [-2.17973, 0.19414, 0.55033], [2.01961, 1.20854, 1.53927], [-3.59975, 1.32266, -1.09983], [2.80024, 2.04692, -1.90851], [-1.67195, -2.56998, 2.76847], [-3.60821, -1.65883, 1.70752], [1.19008, 1.61862, 0.03031], [-1.23378, -1.83744, 1.20669], [-2.65150, 1.31470, -2.29369], [3.51587, 2.32816, 0.10961], [4.07033, 0.63623, 0.19479]],
  "mulliken_charge": [-0.724, -0.492, -0.533, -0.650, -0.402, -0.648, -0.453, -0.290, -0.304, -0.485, -0.324, 0.318, 0.267, 0.276, 0.311, 0.082, 0.219, 0.326, 0.347, 0.293, 0.267, 0.234, 0.303, 0.201, 0.260, 0.306, 0.294],
  "gap_ev": 7.8,
  "e_homo_ev": -4.8656,
  "total_charge": -1,
  "de_lowest_ev": 0.197,
  "e_lumo_ha": 0.1093
}

6.
{
  "formula": "C47H60O4Pb",
  "method": "the ωB97M-V functional and the def2-TZVPD basis",
  "species": ["Pb", "O", "O", "O", "O", "C", "C", "C", "C", "C", "C", "C", "C", "C", "C", "C", "C", "C", "C", "C", "C", "C", "C", "C", "C", "C", "C", "C", "C", "C", "C", "C", "C", "C", "C", "C", "C", "C", "C", "C", "C", "C", "C", "C", "C", "C", "C", "C", "C", "C", "C", "C", "H", "H", "H", "H", "H", "H", "H", "H", "H", "H", "H", "H", "H", "H", "H", "H", "H", "H", "H", "H", "H", "H", "H", "H", "H", "H", "H", "H", "H", "H", "H", "H", "H", "H", "H", "H", "H", "H", "H", "H", "H", "H", "H", "H", "H", "H", "H", "H", "H", "H", "H", "H", "H", "H", "H", "H", "H", "H", "H", "H"],
  "coordinates": [[0.05674, 0.23565, -0.54930], [0.85771, -1.29503, 0.80884], [-2.66030, 0.20020, 0.73655], [2.11151, 2.92907, 0.68919], [-0.13307, 0.38716, -2.84019], [-1.86132, -2.12173, 0.63064], [-2.01354, 4.07456, -2.44488], [-3.02183, 0.42248, -2.05637], [3.86646, -1.63082, -2.25330], [-1.48507, -2.34515, 2.09959], [0.87675, -1.25087, 6.37956], [1.57003, 0.12834, 2.80440], [2.10464, -0.61760, 7.03019], [-2.71710, 2.88194, -2.29724], [0.02607, -4.74039, -2.27422], [2.92036, 0.76377, 0.60546], [-3.52560, 5.55751, -1.10717], [-3.33303, 0.09330, 1.98610], [-2.50556, -0.83853, -1.36695], [1.42173, 4.08164, 0.23023], [1.70900, -0.21931, 4.22740], [4.38750, -2.72791, -1.32601], [-3.75762, 5.44280, -3.59545], [-1.61296, -3.19071, -0.22079], [4.99376, -1.21004, -3.20453], [2.69811, -2.20236, -3.06591], [-2.39212, -0.95574, 0.03547], [2.44767, 1.88257, -0.12159], [-2.31935, -5.55647, -1.96655], [-2.18599, -1.94469, -2.15141], [1.56043, 2.74445, -2.51819], [0.78539, -0.93476, 4.89001], [-0.42162, -1.50722, 2.81281], [-1.77374, -3.14559, -1.60189], [-0.33887, -1.51951, 4.15159], [-0.73550, 1.55760, -2.66684], [0.32321, 0.79203, 2.31486], [-2.76101, 5.40732, -2.42945], [0.95520, -2.77037, 6.58414], [-0.63086, 3.97801, -2.53653], [-2.11652, 1.63211, -2.34583], [-1.72865, -4.14987, -3.92797], [3.41638, -0.32712, -0.09694], [-0.37462, -0.70730, 7.08505], [0.02765, 2.75206, -2.56970], [2.79811, 0.65086, -2.14945], [2.86890, 0.62793, 2.12670], [3.38232, -0.41086, -1.47673], [-1.45601, -4.38133, -2.44236], [2.29470, 1.80016, -1.54156], [0.53764, -0.72240, 2.00670], [-1.81397, 6.59802, -2.57043], [0.51166, 1.59663, 1.62120], [-3.83874, 0.80710, -1.44335], [1.92746, 2.47231, -3.50988], [-0.47879, 0.36599, 6.91480], [2.11017, 0.46724, 6.91000], [-1.28433, -1.19434, 6.73104], [-1.09543, -3.36138, -4.33878], [-2.12264, -5.80631, -0.92337], [-4.04759, 6.51694, -1.07357], [5.83842, -0.79854, -2.64868], [-3.24017, 5.33245, -4.55012], [2.61779, 0.09952, 4.72413], [3.65905, -0.07672, 2.39637], [2.64790, 0.57495, -3.21835], [-1.08808, -2.07090, 4.71056], [3.01824, -3.09986, -3.60082], [0.66233, -3.91571, -2.59576], [3.60987, -3.08660, -0.64856], [3.75531, -1.17009, 0.48794], [-2.10793, -6.44316, -2.56811], [-2.64393, -0.15058, 2.79543], [-3.38150, -5.32321, -2.06254], [-2.77127, -3.88327, -4.11217], [-2.39227, 7.52350, -2.59313], [2.06687, 4.70526, -0.39075], [-1.11784, 6.66372, -1.73135], [3.03190, -1.01324, 6.61171], [-1.23302, 6.54535, -3.49301], [-3.78494, 2.91906, -2.10414], [-4.12693, -0.65471, 1.93063], [0.09333, -3.28363, 6.15735], [-1.12837, -3.37641, 2.13273], [-2.38430, -2.33494, 2.72146], [0.27134, -5.61716, -2.87813], [5.23375, -2.38609, -0.72682], [-1.21676, -4.09364, 0.22854], [1.88912, 3.77095, -2.36164], [-1.51581, -5.06694, -4.48017], [-4.48827, 4.63668, -3.51666], [0.99039, -3.00704, 7.65022], [5.34498, -2.07258, -3.77523], [1.15969, 4.63404, 1.12983], [-0.46470, 1.00581, 3.02601], [4.72591, -3.57466, -1.92595], [-4.29975, 6.39137, -3.60522], [-2.26858, -1.82965, -3.22298], [-3.47084, 0.09957, -2.99983], [1.85308, -3.17492, 6.11326], [4.65449, -0.45190, -3.91205], [0.51412, 3.82291, -0.31236], [2.32120, -1.48974, -3.80040], [1.86933, -2.47110, -2.40919], [-0.02544, 4.87727, -2.53091], [2.10268, -0.83661, 8.09963], [3.12976, 1.58294, 2.58925], [-0.30388, -0.87854, 8.16147], [-3.77059, 1.07124, 2.17499], [-4.26999, 4.77071, -0.98135], [-2.84176, 5.51007, -0.25723], [0.27210, -4.96724, -1.23576]],
  "mulliken_charge": [2.207, -1.121, -0.376, -0.574, -1.179, 0.793, 0.162, -2.189, 2.077, -1.739, 1.830, 2.545, -2.113, -1.178, -1.269, 1.406, -1.650, -1.002, 0.562, -0.649, -1.257, -2.302, -1.700, -0.860, -1.872, -1.402, 0.163, 1.011, -1.815, -0.194, -1.882, 0.830, -0.676, -0.444, -0.960, -0.497, -2.253, 2.003, -1.631, -0.433, 1.592, -2.220, -0.497, -1.639, 0.656, -0.485, -1.974, -0.411, 2.207, -0.155, 1.408, -2.064, 0.115, 0.178, 0.650, 0.344, 0.401, 0.319, 0.325, 0.292, 0.465, 0.400, 0.383, 0.619, 0.687, 0.136, 0.473, 0.604, 0.209, 0.293, 0.477, 0.480, 0.245, 0.398, 0.426, 0.437, 0.348, 0.354, 0.395, 0.382, 0.480, 0.364, 0.335, 0.543, 0.510, 0.544, 0.449, 0.395, 0.404, 0.458, 0.273, 0.451, 0.497, 0.413, 0.208, 0.475, 0.478, 0.525, 0.764, 0.359, 0.289, 0.095, 0.284, -0.254, 0.413, 0.416, 0.531, 0.462, 0.251, 0.321, 0.321, 0.318],
  "gap_ev": 8.1,
  "e_homo_ev": -7.5246,
  "total_charge": 0,
  "e_lumo_ha": 0.0202
}